{
  "formula": "C4H11NS2",
  "method": "ωB97M-V with the def2-TZVPD basis set",
  "orbital_gap_ev": 5.060,
  "fmax_ha_per_bohr": 0.115,
  "homo_energy_ev": -8.820,
  "e_lumo_ev": -3.760,
  "relative_energy_kj_mol": 744.7,
  "charge": 0,
  "symbols": ["S", "S", "N", "C", "C", "C", "C", "H", "H", "H", "H", "H", "H", "H", "H", "H", "H", "H"],
  "coordinates": [[-4.141, -0.165, -1.668], [-1.795, -2.259, -0.606], [1.102, 0.620, -0.726], [-1.091, -0.503, -0.511], [0.225, -0.530, 1.476], [2.240, 1.348, -0.162], [0.404, -0.444, 0.022], [1.170, -0.882, 2.160], [0.037, 0.381, 1.888], [-1.595, 0.360, -0.112], [-1.446, -0.731, -1.552], [-0.541, -1.058, 1.881], [0.368, 1.281, -1.141], [1.936, 2.219, 0.529], [3.048, 1.784, -0.765], [-3.281, -0.351, -0.704], [0.869, -1.484, -0.409], [2.490, 0.414, 0.399]]
}


{
  "formula": "C4H11NS2",
  "method": "ωB97M-V with the def2-TZVPD basis set",
  "smiles": "CCSSCCN",
  "orbital_gap_ev": 9.249,
  "fmax_ha_per_bohr": 0.028,
  "homo_energy_ev": -8.569,
  "e_lumo_ev": 0.680,
  "relative_energy_kj_mol": 49.0,
  "charge": 0,
  "symbols": ["S", "S", "N", "C", "C", "C", "C", "H", "H", "H", "H", "H", "H", "H", "H", "H", "H", "H"],
  "coordinates": [[-0.629, 0.944, 0.671], [0.791, -0.536, 0.949], [1.513, 1.323, -1.828], [1.465, -0.963, -0.725], [-2.724, -0.829, 1.025], [1.111, -0.069, -1.878], [-2.033, 0.054, 0.011], [-2.687, 0.854, -0.323], [0.706, 1.906, -1.581], [1.146, -1.970, -1.034], [-1.887, -0.527, -0.903], [2.221, 1.436, -1.101], [-1.946, -1.150, 1.721], [0.053, -0.236, -2.101], [-3.474, -0.278, 1.596], [2.513, -0.977, -0.490], [1.649, -0.554, -2.729], [-3.155, -1.722, 0.607]]
}


{
  "formula": "C4H11NS2",
  "method": "ωB97M-V with the def2-TZVPD basis set",
  "smiles": "CN[C@H](C)CSS",
  "orbital_gap_ev": 8.334,
  "fmax_ha_per_bohr": 0.078,
  "homo_energy_ev": -8.081,
  "e_lumo_ev": 0.254,
  "relative_energy_kj_mol": 289.5,
  "charge": 0,
  "symbols": ["S", "S", "N", "C", "C", "C", "C", "H", "H", "H", "H", "H", "H", "H", "H", "H", "H", "H"],
  "coordinates": [[2.502, 0.251, 1.217], [1.735, 1.669, 2.564], [-0.440, 0.585, 0.238], [0.289, -0.437, -0.540], [-0.766, -1.501, -0.955], [-1.062, 1.554, -0.554], [1.341, -1.017, 0.465], [2.027, -2.047, 0.029], [-1.753, 1.172, -1.291], [0.757, -0.047, -1.509], [-1.719, 2.329, 0.000], [-0.129, 2.016, -1.121], [-0.628, -2.418, -0.385], [0.836, -1.517, 1.276], [-1.099, 0.115, 0.810], [0.470, 2.196, 2.607], [-1.799, -1.320, -0.815], [-0.562, -1.583, -2.036]]
}


{
  "formula": "C4H11O",
  "method": "ωB97M-V with the def2-TZVPD basis set",
  "orbital_gap_ev": 6.765,
  "fmax_ha_per_bohr": 0.034,
  "homo_energy_ev": -2.227,
  "e_lumo_ev": 4.538,
  "relative_energy_kj_mol": 13.7,
  "charge": -1,
  "symbols": ["O", "C", "C", "C", "C", "H", "H", "H", "H", "H", "H", "H", "H", "H", "H", "H"],
  "coordinates": [[-0.563, 0.054, -0.349], [-0.897, 0.457, -1.619], [0.360, -1.713, 1.679], [1.523, -0.713, 1.548], [-0.977, 1.987, -1.661], [-1.467, 2.271, -0.730], [-0.219, 0.064, -2.407], [0.258, -2.361, 0.812], [1.167, 0.043, 0.839], [0.030, 2.438, -1.635], [1.753, -0.300, 2.539], [-1.936, 0.119, -1.853], [-1.395, 2.406, -2.594], [0.549, -2.363, 2.543], [2.401, -1.195, 1.100], [-0.587, -1.194, 1.788]]
}


{
  "formula": "C4H11O2P",
  "method": "ωB97M-V with the def2-TZVPD basis set",
  "smiles": "CP(O)CO.C=C",
  "orbital_gap_ev": 9.347,
  "fmax_ha_per_bohr": 0.052,
  "homo_energy_ev": -8.598,
  "e_lumo_ev": 0.749,
  "relative_energy_kj_mol": 186.1,
  "charge": 0,
  "symbols": ["P", "O", "O", "C", "C", "C", "C", "H", "H", "H", "H", "H", "H", "H", "H", "H", "H", "H"],
  "coordinates": [[-0.427, 0.337, 0.166], [-2.344, 1.964, 1.543], [-0.219, -1.271, 0.581], [3.137, 0.095, -0.790], [-1.858, -0.128, -0.907], [-1.410, 0.937, 1.723], [2.682, -1.031, -1.303], [2.210, -1.297, -2.302], [0.450, -1.575, 1.207], [-2.728, 0.506, -0.871], [-2.495, 2.047, 0.619], [3.185, 1.127, -1.205], [-1.524, 0.116, -1.883], [3.309, 0.080, 0.354], [2.829, -1.942, -0.748], [-2.146, -1.253, -0.785], [-0.751, 1.216, 2.609], [-1.900, 0.073, 1.993]]
}


{
  "formula": "C4H11O2P",
  "method": "ωB97M-V with the def2-TZVPD basis set",
  "smiles": "CC(C)(C)O[PH2]=O",
  "orbital_gap_ev": 10.690,
  "fmax_ha_per_bohr": 0.077,
  "homo_energy_ev": -10.113,
  "e_lumo_ev": 0.577,
  "relative_energy_kj_mol": 30.3,
  "charge": 0,
  "symbols": ["P", "O", "O", "C", "C", "C", "C", "H", "H", "H", "H", "H", "H", "H", "H", "H", "H", "H"],
  "coordinates": [[1.193, -0.976, -1.788], [1.129, -1.299, -3.231], [-0.244, -0.504, -1.252], [-0.386, 0.310, 0.304], [0.390, 1.561, 0.187], [-1.906, 0.290, 0.464], [0.198, -0.751, 1.243], [-0.012, -1.799, 0.865], [-2.245, -0.714, 0.492], [-2.427, 0.647, -0.411], [-0.182, 2.351, 0.669], [1.485, 1.392, 0.452], [0.545, 1.887, -0.856], [-0.202, -0.516, 2.295], [1.410, -2.063, -0.820], [-2.269, 0.744, 1.360], [1.286, -0.501, 1.509], [2.235, -0.056, -1.485]]
}


{
  "formula": "C4H11O2V",
  "method": "ωB97M-V with the def2-TZVPD basis set",
  "s_squared": 6.0109,
  "orbital_gap_ev": [6.564, 7.500],
  "multiplicity": 5,
  "fmax_ha_per_bohr": 0.086,
  "homo_energy_ev": [-6.318, -7.624],
  "e_lumo_ev": [0.247, -0.124],
  "relative_energy_kj_mol": 252.8,
  "charge": 0,
  "symbols": ["V", "O", "O", "C", "C", "C", "C", "H", "H", "H", "H", "H", "H", "H", "H", "H", "H", "H"],
  "coordinates": [[2.811, -3.866, -0.704], [0.927, -4.439, 2.308], [2.199, -4.600, -2.501], [0.802, -4.784, -2.223], [0.631, -4.714, -0.733], [-0.466, -4.287, 2.466], [2.587, -4.695, -3.852], [0.187, -4.143, -2.871], [1.997, -4.020, -4.490], [1.130, -4.429, 1.359], [-0.821, -3.317, 2.080], [-1.020, -5.082, 1.940], [0.593, -5.676, -0.201], [-0.089, -3.935, -0.437], [3.639, -4.391, -3.893], [0.341, -5.891, -2.062], [2.459, -5.734, -4.191], [-0.692, -4.348, 3.538]]
}


{
  "formula": "C4H11O3",
  "method": "ωB97M-V with the def2-TZVPD basis set",
  "orbital_gap_ev": 7.510,
  "fmax_ha_per_bohr": 0.046,
  "homo_energy_ev": -4.033,
  "e_lumo_ev": 3.477,
  "relative_energy_kj_mol": 194.3,
  "charge": -1,
  "symbols": ["O", "O", "O", "C", "C", "C", "C", "H", "H", "H", "H", "H", "H", "H", "H", "H", "H", "H"],
  "coordinates": [[-0.723, -0.309, 1.179], [-2.766, 2.674, 1.060], [1.652, -1.720, 0.319], [-1.054, 1.000, 0.885], [2.349, -0.824, -1.839], [1.944, -2.035, -1.001], [-2.439, 1.342, 1.418], [2.768, -2.778, -1.039], [-0.332, 1.727, 1.324], [-1.056, 1.206, -0.210], [2.560, -1.115, -2.880], [1.079, -2.527, -1.500], [0.479, -0.960, 0.633], [1.541, -0.076, -1.845], [-2.445, 1.220, 2.516], [-3.635, 2.893, 1.404], [-3.171, 0.632, 0.996], [3.250, -0.351, -1.419]]
}


{
  "formula": "C4H11O4Pm",
  "method": "ωB97M-V with the def2-TZVPD basis set",
  "s_squared": 6.0255,
  "orbital_gap_ev": [7.602, 8.478],
  "multiplicity": 5,
  "fmax_ha_per_bohr": 0.089,
  "homo_energy_ev": [-17.263, -17.373],
  "e_lumo_ev": [-9.661, -8.895],
  "charge": 2,
  "symbols": ["Pm", "O", "O", "O", "O", "C", "C", "C", "C", "H", "H", "H", "H", "H", "H", "H", "H", "H", "H", "H"],
  "coordinates": [[0.727, 0.445, -0.825], [3.114, -0.329, -0.830], [-0.709, -1.340, -0.181], [-1.220, 1.197, -0.024], [2.871, 1.064, -0.447], [-2.076, -1.010, 0.077], [-2.094, 0.348, 0.736], [3.866, -0.965, 0.179], [-0.497, -2.700, -0.558], [-0.735, -3.355, 0.290], [-3.113, 0.753, 0.733], [-1.135, -2.954, -1.415], [-1.714, 0.288, 1.765], [0.559, -2.805, -0.822], [-2.521, -1.756, 0.749], [3.209, -1.485, 0.893], [-1.257, 2.125, 0.275], [-2.631, -1.013, -0.873], [4.517, -1.687, -0.334], [4.482, -0.225, 0.708]]
}


{
  "formula": "C4H11P",
  "method": "ωB97M-V with the def2-TZVPD basis set",
  "smiles": "CC(C)(C)P",
  "orbital_gap_ev": 8.233,
  "fmax_ha_per_bohr": 0.062,
  "homo_energy_ev": -7.377,
  "e_lumo_ev": 0.856,
  "relative_energy_kj_mol": 185.6,
  "charge": 0,
  "symbols": ["P", "C", "C", "C", "C", "H", "H", "H", "H", "H", "H", "H", "H", "H", "H", "H"],
  "coordinates": [[-0.380, -0.078, -1.824], [0.929, 1.139, 0.213], [-1.298, 0.265, 0.734], [-0.001, -0.016, 0.003], [0.680, -1.366, 0.405], [0.662, -1.411, 1.527], [-2.068, -0.409, 0.413], [-0.588, 1.165, -2.619], [-1.690, 1.233, 0.399], [1.718, -1.565, 0.041], [1.715, 1.210, -0.491], [0.045, -2.197, 0.204], [0.487, 2.114, 0.265], [-1.240, 0.247, 1.887], [-0.436, -1.397, -2.387], [1.464, 1.066, 1.231]]
}


{
  "formula": "C4H11PS",
  "method": "ωB97M-V with the def2-TZVPD basis set",
  "smiles": "C=P(C)(C)CS",
  "orbital_gap_ev": 7.740,
  "fmax_ha_per_bohr": 0.070,
  "homo_energy_ev": -7.149,
  "e_lumo_ev": 0.590,
  "relative_energy_kj_mol": 211.1,
  "charge": 0,
  "symbols": ["S", "P", "C", "C", "C", "C", "H", "H", "H", "H", "H", "H", "H", "H", "H", "H", "H"],
  "coordinates": [[2.707, -0.397, 0.411], [-0.408, 0.072, -0.183], [1.316, -0.013, -0.783], [-0.657, -1.425, 0.897], [-1.583, -0.163, -1.412], [-0.574, 1.529, 0.855], [3.695, 0.549, 0.220], [-1.692, -1.808, 0.515], [-0.790, -1.081, 1.885], [-0.927, 2.370, 0.265], [-1.304, 1.375, 1.548], [-1.832, -1.194, -1.574], [-1.377, 0.594, -2.193], [0.118, -2.202, 0.835], [0.418, 1.544, 1.371], [1.414, -0.753, -1.552], [1.477, 1.005, -1.106]]
}


{
  "formula": "C4H11PS",
  "method": "ωB97M-V with the def2-TZVPD basis set",
  "smiles": "CP(C)CCS",
  "orbital_gap_ev": 9.838,
  "fmax_ha_per_bohr": 0.074,
  "homo_energy_ev": -8.855,
  "e_lumo_ev": 0.983,
  "relative_energy_kj_mol": 120.9,
  "charge": 0,
  "symbols": ["S", "P", "C", "C", "C", "C", "H", "H", "H", "H", "H", "H", "H", "H", "H", "H", "H"],
  "coordinates": [[3.329, 0.132, -0.214], [-0.754, -0.128, 0.795], [2.078, -0.348, 1.005], [-0.903, 1.425, -0.330], [0.861, -0.889, 0.094], [-1.878, -1.305, -0.141], [2.506, -1.020, 1.730], [-0.320, 2.207, 0.067], [0.849, -1.985, 0.114], [-1.446, -2.166, -0.724], [-0.556, 1.347, -1.325], [4.463, 0.323, 0.373], [-1.915, 1.740, -0.150], [-2.360, -1.837, 0.790], [1.024, -0.745, -1.017], [-2.707, -0.842, -0.607], [1.817, 0.542, 1.446]]
}


{
  "formula": "C4H11PS",
  "method": "ωB97M-V with the def2-TZVPD basis set",
  "smiles": "CP(C)S.C=C",
  "orbital_gap_ev": 9.590,
  "fmax_ha_per_bohr": 0.051,
  "homo_energy_ev": -8.744,
  "e_lumo_ev": 0.846,
  "relative_energy_kj_mol": 147.6,
  "charge": 0,
  "symbols": ["S", "P", "C", "C", "C", "C", "H", "H", "H", "H", "H", "H", "H", "H", "H", "H", "H"],
  "coordinates": [[-2.352, -1.074, -0.036], [-0.505, -0.505, 0.668], [0.842, 2.224, -0.621], [-0.033, 2.339, -1.620], [-0.009, -1.650, 1.955], [0.577, -1.252, -0.711], [-0.100, 3.208, -2.224], [0.841, 1.394, 0.135], [0.915, -0.277, -1.125], [-0.779, 1.582, -1.590], [1.695, 2.968, -0.395], [0.188, -1.894, -1.555], [-0.120, -2.680, 1.833], [-2.879, 0.132, 0.409], [1.385, -1.771, -0.206], [0.943, -1.363, 2.262], [-0.610, -1.381, 2.821]]
}


{
  "formula": "C4H11PS",
  "method": "ωB97M-V with the def2-TZVPD basis set",
  "s_squared": 2.0130,
  "orbital_gap_ev": [8.307, 8.026],
  "multiplicity": 3,
  "fmax_ha_per_bohr": 0.087,
  "homo_energy_ev": [-7.429, -8.646],
  "e_lumo_ev": [0.878, -0.620],
  "relative_energy_kj_mol": 166.3,
  "charge": 0,
  "symbols": ["S", "P", "C", "C", "C", "C", "H", "H", "H", "H", "H", "H", "H", "H", "H", "H", "H"],
  "coordinates": [[-1.593, 1.302, -0.168], [-0.135, -0.976, 1.099], [0.809, -1.226, -0.517], [-0.615, 0.852, 1.363], [1.926, 1.445, -1.374], [-1.764, -1.498, 0.820], [1.833, 1.990, -0.436], [-1.983, 0.029, -0.346], [-2.179, -2.359, 0.277], [0.239, 1.537, 1.468], [0.196, -1.176, -1.391], [1.276, -0.356, -0.571], [-1.312, 1.067, 2.234], [1.470, -2.120, -0.532], [-2.451, -1.185, 1.670], [1.466, 1.950, -2.279], [2.815, 0.723, -1.319]]
}